No. 1
The following is a quantum chemistry calculation of C29H37BCl4N3O5PSiW as an isolated structure, from OMol25.

Each line ends with the Löwdin charge.
Atoms and positions in Å:
1 W 0.20 -0.04 0.45  1.665
2 Cl -2.07 3.33 -4.84  0.678
3 C -1.97 2.57 -3.29  -0.711
4 C -3.13 2.21 -2.62  -0.713
5 Cl -4.68 2.50 -3.32  0.677
6 C -3.05 1.57 -1.38  -0.623
7 Cl -4.45 1.03 -0.53  0.722
8 C -1.81 1.31 -0.83  -0.386
9 O -1.61 0.70 0.35  -0.241
10 C -0.64 1.68 -1.51  -0.383
11 O 0.51 1.38 -0.87  -0.232
12 C -0.72 2.31 -2.74  -0.623
13 Cl 0.74 2.71 -3.55  0.727
14 C 4.45 -3.90 2.04  -0.180
15 Si 2.65 -4.35 1.90  0.418
16 C 1.95 -4.86 3.56  -0.182
17 C 2.41 -5.72 0.65  -0.173
18 C 1.72 -2.87 1.33  -0.178
19 C 1.13 -1.86 0.99  -0.248
20 H 5.04 -4.71 2.47  0.033
21 H 4.58 -3.02 2.68  0.035
22 H 4.87 -3.66 1.06  0.030
23 H 2.49 -5.72 3.96  0.033
24 H 0.90 -5.13 3.47  0.028
25 H 2.03 -4.04 4.28  0.035
26 H 3.01 -6.60 0.91  0.037
27 H 2.71 -5.39 -0.34  0.010
28 H 1.37 -6.03 0.61  0.019
29 O -0.46 -1.14 -1.33  -0.386
30 P -0.68 -2.51 -1.90  0.589
31 N 0.75 -3.28 -2.12  -0.170
32 C 0.89 -4.59 -2.76  -0.191
33 C 2.08 -4.43 -3.70  -0.160
34 C 2.95 -3.41 -2.96  -0.163
35 C 1.92 -2.42 -2.42  -0.183
36 N -1.48 -2.28 -3.33  -0.158
37 C -1.95 -0.97 -3.80  -0.170
38 C -3.40 -1.22 -4.17  -0.165
39 C -3.33 -2.60 -4.81  -0.160
40 C -2.27 -3.35 -3.98  -0.190
41 N -1.61 -3.51 -1.00  -0.183
42 C -1.17 -4.57 -0.09  -0.184
43 C -2.49 -5.25 0.26  -0.159
44 C -3.50 -4.10 0.33  -0.146
45 C -2.93 -3.00 -0.59  -0.164
46 H -0.02 -4.88 -3.29  0.102
47 H 1.10 -5.36 -2.01  0.089
48 H 1.75 -4.00 -4.65  0.115
49 H 2.58 -5.37 -3.90  0.113
50 H 3.70 -2.93 -3.59  0.115
51 H 3.46 -3.90 -2.13  0.103
52 H 1.68 -1.68 -3.19  0.121
53 H 2.26 -1.90 -1.53  0.091
54 H -1.38 -0.65 -4.68  0.130
55 H -1.81 -0.22 -3.02  0.078
56 H -3.80 -0.45 -4.84  0.111
57 H -4.02 -1.23 -3.27  0.107
58 H -2.98 -2.51 -5.84  0.111
59 H -4.28 -3.13 -4.83  0.110
60 H -1.65 -3.98 -4.61  0.102
61 H -2.74 -3.98 -3.21  0.100
62 H -0.69 -4.15 0.80  0.103
63 H -0.47 -5.24 -0.58  0.087
64 H -2.42 -5.81 1.20  0.110
65 H -2.76 -5.96 -0.53  0.111
66 H -3.60 -3.73 1.35  0.110
67 H -4.49 -4.42 0.00  0.107
68 H -2.83 -2.05 -0.05  0.106
69 H -3.55 -2.82 -1.47  0.102
70 O 2.60 1.03 2.35  0.111
71 B 1.21 0.84 2.27  -0.527
72 O 0.64 1.17 3.51  0.120
73 C 1.68 1.55 4.32  -0.214
74 C 1.64 1.96 5.64  0.005
75 C 2.86 2.28 6.23  -0.094
76 C 4.05 2.20 5.52  -0.094
77 C 4.08 1.78 4.19  0.005
78 C 2.87 1.46 3.62  -0.215
79 H 0.70 2.02 6.18  0.119
80 H 2.87 2.61 7.26  0.099
81 H 4.98 2.46 6.01  0.098
82 H 5.00 1.71 3.63  0.118

## Properties
Relative energy (zero: lowest compared OMol25 entry of this formula, charge and spin) in kcal/mol: 7.4
E in eV: -115143.9443
Highest occupied orbital energy (spin up / spin down) in Ha: -0.2939 / -0.3051
Multiplicity: 3


No. 2
The following is a quantum chemistry calculation of C5H10N4 as an isolated structure in a non-equilibrium geometry, from OMol25.

Each line ends with the Löwdin charge.
Atoms and positions in Å:
1 C 1.39 -1.59 0.84  -0.057
2 C 1.21 -0.36 -0.15  -0.412
3 C 0.72 2.32 0.03  -0.101
4 C -1.39 -0.50 -0.14  -0.447
5 C -2.57 0.42 0.18  -0.079
6 H 0.46 -1.40 1.38  0.034
7 H 2.40 -2.00 1.24  0.097
8 H 0.79 -2.74 0.30  0.153
9 H 2.83 -0.86 -0.48  0.063
10 H 1.70 1.96 -0.74  0.133
11 H 0.55 3.37 0.65  0.123
12 H -2.16 1.44 0.87  0.133
13 H -2.76 1.23 -0.83  0.153
14 H -3.23 -0.46 0.51  0.085
15 H -0.66 -2.07 -1.09  0.064
16 N 2.31 0.03 -0.66  0.109
17 N -0.11 0.16 0.08  -0.065
18 N -0.15 1.52 0.19  -0.087
19 N -1.49 -1.74 -0.52  0.100

## Properties
Relative energy (zero: lowest compared OMol25 entry of this formula, charge and spin) in kcal/mol: 190.5
E in eV: -11299.6159
Highest occupied orbital energy in Ha: -0.3211
Multiplicity: 1


No. 3
The following is a quantum chemistry calculation of C31H35N9O4Sr as an isolated structure, from OMol25.

Each line ends with the Löwdin charge.
Atoms and positions in Å:
1 Sr 0.27 -0.14 0.69  1.318
2 N 1.70 -1.99 2.10  -0.049
3 C 2.77 -1.33 2.88  -0.229
4 C 2.23 -0.12 3.61  -0.190
5 N 1.80 0.97 2.70  -0.232
6 C 2.99 1.70 2.20  -0.166
7 C 2.86 2.23 0.78  -0.226
8 N 2.52 1.14 -0.15  -0.046
9 C 0.90 1.87 3.44  -0.203
10 C 0.27 2.96 2.60  -0.227
11 N -0.42 2.44 1.40  -0.040
12 H 1.07 -2.48 2.73  0.090
13 H 2.12 -2.72 1.53  0.064
14 H 3.56 -1.05 2.18  0.110
15 H 3.22 -2.01 3.61  0.129
16 H 2.98 0.25 4.32  0.141
17 H 1.36 -0.42 4.20  0.126
18 H 3.84 1.01 2.21  0.119
19 H 3.25 2.51 2.88  0.140
20 H 3.80 2.73 0.51  0.131
21 H 2.08 2.98 0.69  0.091
22 H 3.31 0.50 -0.21  0.078
23 H 2.42 1.51 -1.09  0.084
24 H 1.43 2.34 4.28  0.141
25 H 0.12 1.24 3.88  0.099
26 H 1.03 3.67 2.29  0.110
27 H -0.41 3.53 3.24  0.129
28 H -0.41 3.16 0.68  0.091
29 H -1.41 2.31 1.61  0.051
30 O -5.70 -5.14 0.32  0.102
31 N -5.53 -4.79 1.47  -0.340
32 O -6.10 -5.22 2.44  0.128
33 C -4.58 -3.68 1.70  -0.061
34 C -4.90 -2.80 2.66  0.082
35 C -4.08 -1.65 2.89  -0.114
36 C -4.44 -0.70 3.85  0.033
37 C -3.64 0.40 4.01  -0.010
38 C -2.50 0.52 3.21  -0.131
39 N -2.12 -0.36 2.30  0.071
40 C -2.91 -1.46 2.13  -0.142
41 C -2.54 -2.45 1.14  -0.142
42 N -1.39 -2.27 0.46  0.028
43 C -1.06 -3.15 -0.46  -0.126
44 C -1.82 -4.29 -0.75  -0.005
45 C -2.98 -4.50 -0.06  0.041
46 C -3.38 -3.56 0.91  -0.051
47 H -5.80 -2.95 3.25  0.145
48 H -5.33 -0.84 4.44  0.138
49 H -3.87 1.17 4.73  0.124
50 H -1.87 1.39 3.34  0.082
51 H -0.15 -2.96 -1.01  0.080
52 H -1.49 -4.98 -1.51  0.123
53 H -3.59 -5.37 -0.26  0.122
54 O 6.83 -4.47 -1.91  0.142
55 C 6.59 -3.15 -1.98  -0.480
56 O 7.49 -2.36 -2.03  0.155
57 C 5.16 -2.70 -1.96  -0.120
58 C 4.87 -1.49 -2.59  0.019
59 C 3.59 -0.97 -2.55  -0.022
60 C 2.58 -1.65 -1.86  -0.290
61 C 2.87 -2.85 -1.21  -0.025
62 C 4.15 -3.38 -1.29  -0.004
63 N 1.28 -1.10 -1.74  0.027
64 C 0.69 -0.72 -2.80  -0.068
65 C -0.64 -0.08 -2.78  -0.259
66 C -1.32 0.10 -3.97  0.013
67 C -2.59 0.66 -3.95  -0.014
68 C -3.12 1.02 -2.73  -0.019
69 C -2.36 0.82 -1.58  -0.120
70 N -1.15 0.28 -1.59  0.025
71 H 6.03 -4.99 -2.07  0.112
72 H 5.67 -0.96 -3.09  0.136
73 H 3.37 -0.03 -3.04  0.121
74 H 2.09 -3.38 -0.69  0.099
75 H 4.36 -4.31 -0.78  0.126
76 H 1.14 -0.87 -3.78  0.147
77 H -0.86 -0.20 -4.91  0.128
78 H -3.14 0.81 -4.86  0.127
79 H -4.11 1.46 -2.65  0.121
80 H -2.76 1.09 -0.61  0.109

## Properties
Relative energy (zero: lowest compared OMol25 entry of this formula, charge and spin) in kcal/mol: 0.0
E in eV: -55141.5129
Highest occupied orbital energy in Ha: -0.5215
Multiplicity: 1
Charge: +2


No. 4
The following is a quantum chemistry calculation of one molecule with the formula C6H10O, from OMol25.

Each line ends with the Löwdin charge.
Atoms and positions in Å:
1 O 2.08 -0.55 -0.53  0.110
2 C 1.16 -0.11 0.33  -0.326
3 C -0.04 -0.97 0.57  -0.153
4 C -1.32 -0.39 -0.05  -0.250
5 C -1.20 -0.04 -1.53  -0.105
6 C 0.38 1.60 1.79  0.063
7 C 1.37 1.13 0.91  -0.206
8 H 1.83 -1.42 -0.87  0.124
9 H -0.41 0.70 -1.70  0.074
10 H -0.18 -1.06 1.65  0.120
11 H 0.16 -1.98 0.16  0.119
12 H -1.57 0.50 0.53  0.086
13 H -2.12 -1.13 0.09  0.109
14 H -0.97 -0.92 -2.15  0.074
15 H -2.13 0.39 -1.91  0.074
16 H 0.66 2.62 2.11  -0.011
17 H 2.30 1.64 0.61  0.100

## Properties
Relative energy (zero: lowest compared OMol25 entry of this formula, charge and spin) in kcal/mol: 73.3
E in eV: -8428.0609
Highest occupied orbital energy in Ha: -0.2854
Multiplicity: 1